{"formula": "C4H8NO2", "method": "wB97M-V/def2-TZVPD", "symbols": ["C", "N", "C", "C", "C", "O", "O", "H", "H", "H", "H", "H", "H", "H", "H"], "coordinates": [[0.564, 1.205, -0.056], [2.630, 0.015, 0.305], [0.797, -1.329, -0.521], [1.390, -0.071, -0.024], [-2.953, -0.044, 0.252], [-1.836, -0.206, 0.806], [-3.545, -0.755, -0.571], [1.308, 1.926, -0.375], [0.335, 1.414, 0.973], [-0.309, 1.087, -0.687], [-3.460, 0.888, 0.609], [1.113, -0.609, -1.342], [1.457, -2.173, -0.593], [-0.194, -1.443, -0.085], [2.702, 0.096, 1.309]], "homo_lumo_gap_ev": 8.16, "total_charge": -1, "e_homo_ev": -4.10}


{"formula": "C4H8NO2", "method": "wB97M-V/def2-TZVPD", "symbols": ["O", "C", "O", "C", "C", "C", "N", "H", "H", "H", "H", "H", "H", "H", "H"], "coordinates": [[1.897, 1.135, -0.091], [0.769, 1.669, -0.075], [0.300, 2.497, 0.727], [-0.263, 1.169, -1.099], [-0.812, -0.655, 0.717], [0.367, -1.594, 0.891], [-0.353, 0.263, -2.044], [-1.172, 1.784, -1.012], [-0.833, 0.079, 1.520], [-1.765, -1.179, 0.647], [0.407, -2.318, 0.076], [1.266, -0.964, 0.882], [0.319, -2.142, 1.847], [0.432, 0.321, -2.702], [-0.559, -0.066, -0.286]], "homo_lumo_gap_ev": 8.51, "total_charge": -1, "e_homo_ev": -4.23}


{"formula": "C4H8NO2", "method": "wB97M-V/def2-TZVPD", "symbols": ["C", "C", "C", "C", "N", "O", "O", "H", "H", "H", "H", "H", "H", "H", "H"], "coordinates": [[0.585, 1.213, 0.302], [-0.579, 1.661, -0.160], [-1.509, -0.460, -0.304], [1.587, -0.921, -0.311], [0.724, -0.158, 0.595], [-1.670, 0.809, -0.152], [-2.330, -1.285, 0.226], [1.390, 1.911, 0.499], [-0.832, 2.679, -0.398], [-0.824, -0.898, -1.025], [1.396, -1.983, -0.167], [1.385, -0.646, -1.345], [2.645, -0.729, -0.117], [1.042, -0.308, 1.552], [-3.008, -0.884, 0.804]], "homo_lumo_gap_ev": 10.17, "total_charge": 1, "e_homo_ev": -14.51}


{"formula": "C4H8NO2", "method": "wB97M-V/def2-TZVPD", "symbols": ["C", "C", "C", "N", "O", "O", "C", "H", "H", "H", "H", "H", "H", "H", "H"], "coordinates": [[-2.373, 0.192, -0.242], [-1.193, 0.376, -0.003], [0.234, 0.532, 0.057], [0.497, 0.262, 1.663], [0.445, 1.908, -0.046], [0.976, -0.195, -0.672], [0.527, -1.348, -1.318], [-3.522, 0.133, -0.272], [1.456, 0.056, 1.630], [0.126, -0.414, 2.319], [0.389, 1.182, 2.093], [1.125, 2.123, -0.665], [0.210, -2.061, -0.664], [1.359, -1.686, -1.972], [-0.255, -1.060, -1.909]], "homo_lumo_gap_ev": 11.62, "total_charge": 1, "e_homo_ev": -14.98}


{"formula": "C4H8NO2", "method": "wB97M-V/def2-TZVPD", "symbols": ["C", "C", "C", "C", "N", "O", "O", "H", "H", "H", "H", "H", "H", "H", "H"], "coordinates": [[0.482, 0.866, -0.762], [1.491, 0.338, -0.157], [-0.865, 0.610, -0.347], [-0.872, -0.788, 0.150], [1.249, -0.641, 0.845], [-1.134, 1.535, 0.733], [-0.948, -1.788, -0.626], [0.685, 1.446, -1.591], [2.482, 0.587, -0.485], [-1.672, 0.507, -1.072], [-0.897, -1.009, 1.273], [1.879, -1.375, 0.874], [1.039, -0.320, 1.749], [-2.017, 1.526, 0.981], [-0.901, -1.494, -1.567]], "homo_lumo_gap_ev": 9.72, "total_charge": 1, "e_homo_ev": -14.53}


{"formula": "C4H8NO2", "method": "wB97M-V/def2-TZVPD", "symbols": ["C", "N", "C", "C", "O", "C", "O", "H", "H", "H", "H", "H", "H", "H", "H"], "coordinates": [[-2.008, 1.047, -0.393], [-1.475, -0.002, 0.011], [-0.276, 0.047, 0.810], [0.827, -0.746, 0.092], [0.542, -2.064, -0.120], [1.952, -0.068, -0.330], [2.159, 1.212, -0.083], [-2.874, 1.049, -1.110], [-1.685, 1.953, 0.059], [-1.725, -0.836, -0.472], [-0.572, -0.223, 1.797], [0.102, 1.130, 0.717], [1.417, -2.617, -0.237], [2.691, -0.490, -0.925], [2.749, 1.476, -0.729]], "homo_lumo_gap_ev": 7.38, "total_charge": 1, "e_homo_ev": -12.30}


{"formula": "C4H8NO2S", "method": "wB97M-V/def2-TZVPD", "symbols": ["O", "C", "C", "C", "S", "N", "C", "O", "H", "H", "H", "H", "H", "H", "H", "H"], "coordinates": [[0.414, -0.421, 2.623], [0.641, 0.549, 1.910], [0.613, 0.234, 0.401], [-0.853, -0.002, -0.065], [-1.447, -1.730, 0.324], [1.092, 1.267, -0.453], [1.263, 1.055, -1.943], [0.094, 0.875, -2.620], [0.676, 1.605, 2.277], [1.211, -0.682, 0.217], [-0.710, -0.042, -1.284], [-1.539, 0.841, 0.151], [-2.536, -1.688, -0.536], [0.508, 2.087, -0.340], [1.946, 1.920, -2.334], [1.907, 0.117, -2.010]], "homo_lumo_gap_ev": 6.54, "total_charge": -1, "e_homo_ev": -3.15}


{"formula": "C4H8NO2S", "method": "wB97M-V/def2-TZVPD", "symbols": ["C", "C", "C", "S", "N", "C", "O", "O", "H", "H", "H", "H", "H", "H", "H", "H"], "coordinates": [[-0.987, 1.551, -0.005], [-0.031, 0.296, 0.118], [1.500, 0.691, -0.198], [2.136, 1.582, 1.360], [-0.437, -0.625, -0.837], [-1.419, -1.668, -0.673], [-1.283, -2.410, -1.633], [-2.245, -1.665, 0.222], [-0.455, 2.440, -0.102], [-1.541, 1.353, -0.954], [-1.788, 1.493, 0.745], [-0.070, -0.182, 1.166], [1.432, 1.280, -1.095], [2.012, -0.198, -0.270], [2.924, 0.740, 1.997], [0.219, -0.487, -1.545]], "homo_lumo_gap_ev": 6.71, "total_charge": -1, "e_homo_ev": -3.85}


{"formula": "C4H8NO2S", "method": "wB97M-V/def2-TZVPD", "symbols": ["C", "C", "C", "C", "N", "O", "O", "S", "H", "H", "H", "H", "H", "H", "H", "H"], "coordinates": [[0.066, -1.252, 0.469], [-1.199, -0.564, -0.018], [0.971, -0.213, 1.276], [-1.042, 0.624, -1.000], [1.458, 0.549, 0.161], [2.466, 0.392, -0.433], [0.685, 2.500, -1.715], [0.256, 1.884, -0.415], [-0.091, -2.215, 1.165], [0.623, -1.612, -0.328], [-1.861, -1.303, -0.523], [-1.937, -0.354, 0.726], [0.439, 0.592, 1.810], [1.726, -0.656, 1.850], [-0.653, 0.256, -2.018], [-1.905, 1.372, -1.008]], "homo_lumo_gap_ev": [8.20, 8.21], "total_charge": 1, "e_homo_ev": [-14.95, -14.95]}


{"formula": "C4H8NO3", "method": "wB97M-V/def2-TZVPD", "symbols": ["C", "C", "O", "O", "H", "H", "H", "C", "C", "O", "N", "H", "H", "H", "H", "H"], "coordinates": [[0.298, 0.025, 2.612], [-0.810, 1.108, 2.483], [-0.433, 2.246, 2.819], [-1.947, 0.755, 2.062], [0.586, -0.031, 3.736], [1.119, 0.199, 1.938], [-0.123, -0.959, 2.488], [-0.290, -0.898, -1.168], [0.181, -0.585, -2.551], [0.193, -1.462, -3.401], [0.775, 0.630, -2.787], [1.022, 0.651, -3.770], [0.662, 1.311, -2.054], [-0.426, -0.067, -0.477], [0.478, -1.596, -0.767], [-1.285, -1.328, -1.164]], "homo_lumo_gap_ev": 7.33, "total_charge": -1, "e_homo_ev": -4.02}


{"formula": "C4H8NO3", "method": "wB97M-V/def2-TZVPD", "symbols": ["C", "C", "O", "N", "H", "H", "H", "H", "H", "C", "C", "O", "O", "H", "H", "H"], "coordinates": [[1.268, 0.867, -1.622], [-0.106, 1.233, -2.239], [-0.196, 1.737, -3.356], [-1.145, 1.107, -1.352], [-2.050, 0.910, -1.680], [-0.957, 0.763, -0.423], [1.582, 1.700, -0.991], [1.891, 0.564, -2.376], [1.007, 0.176, -0.753], [0.162, -1.661, 2.520], [-0.718, -0.828, 1.514], [-0.184, 0.240, 1.099], [-1.847, -1.266, 1.304], [0.533, -1.109, 3.429], [1.147, -1.862, 2.137], [-0.387, -2.571, 2.790]], "homo_lumo_gap_ev": 8.87, "total_charge": -1, "e_homo_ev": -4.91}


{"formula": "C4H8NO3", "method": "wB97M-V/def2-TZVPD", "symbols": ["C", "C", "O", "O", "H", "H", "H", "C", "C", "O", "N", "H", "H", "H", "H", "H"], "coordinates": [[0.738, 0.018, 2.250], [-0.636, 0.760, 2.294], [-0.630, 1.890, 1.744], [-1.592, 0.179, 2.858], [1.265, 0.178, 3.182], [1.296, 0.625, 1.530], [0.652, -1.021, 1.945], [-0.641, -0.750, -0.914], [-0.025, -0.630, -2.286], [0.006, -1.522, -3.110], [0.633, 0.557, -2.489], [1.023, 0.767, -3.404], [0.378, 1.416, -1.999], [-0.062, -1.370, -0.230], [-1.597, -1.271, -1.009], [-0.807, 0.173, -0.361]], "homo_lumo_gap_ev": 7.54, "total_charge": -1, "e_homo_ev": -4.08}


The F_max results, record by record, are as follows: 3.217 4.675 1.190 4.365 4.213 4.400 3.074 4.410 3.829 2.676 4.996 1.499 eV Å⁻¹.
The E_tot results, record by record, are as follows: -9860.803 -9861.501 -9854.091 -9852.584 -9853.303 -9853.745 -20696.739 -20698.500 -20686.290 -11912.128 -11912.632 -11912.483 eV.
The ΔE to the lowest compared entry with this formula, charge and spin results, record by record, are as follows: 91.9 75.8 51.6 86.4 69.8 59.6 76.4 35.8 68.2 26.9 15.3 18.7 kcal/mol.